{
  "formula": "C6H6N2",
  "method": "ωB97M-V/def2-TZVPD",
  "elements": ["C", "C", "C", "C", "N", "C", "C", "N", "H", "H", "H", "H", "H", "H"],
  "coordinates": [[2.612, -1.203, 0.053], [1.616, -0.462, 0.092], [0.563, 0.550, 0.336], [1.069, 1.729, 0.125], [1.397, 2.867, -0.254], [-0.622, 0.156, -0.050], [-1.173, -1.373, -0.095], [-1.520, 1.247, 0.011], [3.683, -1.734, -0.487], [-2.013, -1.395, -0.970], [-1.464, -1.704, 0.911], [-0.376, -1.973, -0.325], [-1.205, 2.135, 0.810], [-2.570, 1.162, -0.159]],
  "forces_ev_per_a": [[1.4496, 0.1458, -2.4251], [2.7001, -1.7393, 1.1309], [3.5815, -7.6556, -0.6025], [3.6879, 13.9219, -3.3865], [-1.9638, -7.4485, 2.8570], [-6.2563, 0.1279, 1.8553], [-2.1977, 3.9121, -1.6970], [-0.9805, 1.7789, 2.1034], [-4.1720, 1.8489, 2.2601], [1.8823, -0.2454, 2.4892], [-0.5889, 0.5746, -0.3908], [1.9404, -1.4784, -1.0864], [-1.4511, -3.6799, -3.6311], [2.3683, -0.0630, 0.5233]],
  "mol_weight_g_mol": 106.13,
  "energy_ha": -341.51068,
  "smiles": "C#C/C(C#N)=C(\\C)N",
  "spin_multiplicity": 1,
  "de_lowest_kcal_mol": 132.96,
  "total_charge": 0
}

{
  "formula": "C2H5NOS",
  "method": "ωB97M-V/def2-TZVPD",
  "elements": ["C", "C", "S", "N", "O", "H", "H", "H", "H", "H"],
  "coordinates": [[-1.672, 0.187, 0.184], [-0.703, -0.470, -0.413], [0.984, -0.073, 0.184], [2.149, 0.092, -0.865], [1.217, -1.138, 1.164], [-2.698, -0.111, 0.228], [-1.314, 0.830, 0.964], [-0.575, -1.104, -1.249], [0.538, 0.875, 1.199], [2.074, 0.913, -1.397]],
  "forces_ev_per_a": [[0.4780, -1.1478, 0.5606], [1.6501, 1.6810, -0.1196], [0.6907, -1.0041, 1.3018], [-2.1707, -1.2234, 2.9980], [0.3928, 0.1184, -1.1325], [-0.5371, 0.2172, -0.5899], [-0.3089, 0.6586, 0.4521], [-0.6681, -0.9765, -0.5863], [0.7524, 0.1891, -1.7757], [-0.2792, 1.4876, -1.1085]],
  "mol_weight_g_mol": 91.13,
  "energy_ha": -607.23754,
  "smiles": "C=C[S@H](=N)=O",
  "spin_multiplicity": 1,
  "de_lowest_kcal_mol": 106.22,
  "total_charge": 0
}

{
  "formula": "C4H11NO",
  "method": "ωB97M-V/def2-TZVPD",
  "elements": ["C", "C", "C", "C", "N", "H", "H", "H", "H", "H", "H", "H", "H", "H", "O", "H", "H"],
  "coordinates": [[2.728, 0.607, 0.356], [1.428, -0.092, 0.592], [1.240, -0.617, 1.993], [0.337, -0.070, -0.193], [-0.011, 1.104, -0.942], [3.077, 1.222, 1.181], [3.541, -0.130, 0.241], [2.811, 1.159, -0.579], [2.185, -1.096, 2.318], [1.044, 0.142, 2.757], [0.477, -1.392, 2.069], [-0.483, -0.693, 0.179], [0.859, 1.383, -1.387], [-0.788, 1.191, -1.578], [-5.902, -0.610, -2.539], [-6.498, -0.554, -1.779], [-6.047, -1.555, -2.689]],
  "forces_ev_per_a": [[0.6833, -0.3575, -0.5439], [-0.4556, 0.1117, 0.3627], [1.4715, -1.5648, -0.0111], [-1.2087, 1.4558, 1.3468], [1.6362, -0.7652, -0.4129], [-0.3131, 0.3273, 0.1315], [-0.2891, -0.1515, 0.1814], [-0.3244, 0.3260, 0.0392], [-0.3237, 0.0400, 0.0918], [-0.1603, 0.2969, -0.4144], [-0.1583, 0.1334, -0.0778], [-0.0655, 0.3862, -0.4298], [-0.4812, 0.6353, -0.1726], [-0.0168, -0.8755, -0.0916], [-0.6623, -0.8190, 0.5468], [0.1519, 0.8026, 0.0907], [0.5162, 0.0181, -0.6367]],
  "mol_weight_g_mol": 89.14,
  "energy_ha": -288.94261,
  "smiles": "CC(C)=CN.O",
  "spin_multiplicity": 1,
  "de_lowest_kcal_mol": 46.69,
  "total_charge": 0
}